# 1
This record from the OMol25 dataset describes a 7-piece molecular cluster, C36H36O16S2 overall in a non-equilibrium geometry. The level of theory is ωB97M-V/def2-TZVPD.

Output
largest force on an atom: 3.21 eV/Å
structure (SMILES): O=C1C=CC(=O)C=C1.O=C1C=CC(=O)C=C1.O=C1C=CC(=O)C=C1.O=C1C=CC(=O)C=C1.O=C1C=CC(=O)C=C1.CCOS(C)(=O)=O.CCOS(C)(=O)=O
charge: 0
HOMO-LUMO gap: 0.30721 Ha

Each line ends with the Mulliken charge.
Cartesian coordinates (Å):
C -2.95 3.98 2.31  -0.302
C -2.07 4.29 3.31  -0.415
C -1.56 3.32 4.32  0.587
O -0.50 3.51 4.85  -0.578
C -2.39 2.16 4.45  -0.574
C -3.35 1.84 3.60  -0.224
C -3.83 2.76 2.52  0.420
O -4.85 2.60 1.86  -0.586
H -3.24 4.81 1.64  0.457
H -1.70 5.28 3.34  0.426
H -2.03 1.50 5.17  0.481
H -3.82 0.86 3.45  0.356
C -4.28 1.20 -2.07  -0.295
C -4.39 2.45 -1.58  -0.049
C -3.94 3.59 -2.31  0.073
O -4.07 4.71 -1.83  -0.597
C -3.29 3.32 -3.59  -0.315
C -3.14 2.12 -4.13  -0.329
C -3.67 0.94 -3.38  0.483
O -3.48 -0.20 -3.77  -0.639
H -4.68 0.33 -1.49  0.375
H -4.99 2.65 -0.66  0.423
H -2.82 4.23 -4.05  0.332
H -2.60 1.98 -5.06  0.484
C -1.71 -4.18 0.23  -0.207
C -1.81 -5.20 1.09  -0.439
C -1.26 -6.50 0.78  0.221
O -1.43 -7.50 1.49  -0.580
C -0.38 -6.57 -0.48  -0.350
C -0.23 -5.59 -1.37  -0.496
C -1.03 -4.32 -1.11  0.478
O -1.13 -3.34 -1.80  -0.513
H -2.15 -3.24 0.47  0.426
H -2.31 -5.14 2.06  0.446
H 0.23 -7.45 -0.52  0.417
H 0.50 -5.49 -2.15  0.503
C 0.07 -2.26 -4.29  -0.145
C -0.62 -1.20 -4.77  -0.358
C -0.10 -0.29 -5.83  0.428
O -0.63 0.80 -5.98  -0.506
C 1.10 -0.72 -6.66  -0.589
C 1.77 -1.79 -6.21  -0.525
C 1.36 -2.52 -5.01  0.460
O 2.00 -3.53 -4.75  -0.601
H -0.20 -2.99 -3.52  0.516
H -1.65 -0.92 -4.52  0.604
H 1.42 -0.25 -7.61  0.384
H 2.63 -2.24 -6.60  0.469
C -0.60 0.46 -1.07  -0.143
C -1.13 -0.39 -0.24  0.142
C -1.17 -0.16 1.18  0.632
O -1.72 -0.88 1.94  -0.676
C -0.39 1.05 1.62  -0.804
C -0.06 2.01 0.78  -0.082
C -0.04 1.78 -0.71  -0.145
O 0.54 2.51 -1.50  -0.846
H -0.44 0.06 -2.07  0.413
H -1.55 -1.34 -0.61  0.019
H -0.28 1.10 2.65  0.728
H 0.45 2.91 1.08  0.581
O 1.43 -3.13 0.49  -0.459
S 2.31 -2.06 0.84  1.047
O 2.24 -0.78 0.21  -0.513
O 2.01 -1.77 2.31  -0.088
C 1.68 -2.81 3.25  -0.189
C 0.93 -2.22 4.37  -1.281
C 3.90 -2.76 0.83  -1.232
H 2.54 -3.19 3.70  0.342
H 1.17 -3.62 2.68  0.305
H 0.02 -1.71 4.06  0.196
H 1.54 -1.51 4.92  0.325
H 0.65 -3.05 5.01  0.433
H 4.67 -2.10 1.18  0.364
H 4.06 -3.01 -0.21  0.442
H 3.95 -3.69 1.32  0.394
O 1.83 4.86 1.25  -0.584
S 3.18 4.46 1.02  1.138
O 4.24 5.30 1.53  -0.682
O 3.33 2.94 1.53  -0.186
C 4.51 2.40 2.17  -0.261
C 4.13 1.49 3.33  -1.074
C 3.25 4.08 -0.67  -0.563
H 5.06 3.31 2.53  0.385
H 5.03 1.87 1.41  0.255
H 3.54 0.64 2.96  0.058
H 3.51 1.84 4.14  0.373
H 5.03 1.29 3.86  0.473
H 4.21 3.59 -0.80  0.317
H 3.26 5.06 -1.16  0.415
H 2.38 3.44 -0.95  0.000

=====

# 2
This record from the OMol25 dataset describes C36H37BCl2F4N6O2PS2Zr as an isolated structure. The level of theory is ωB97M-V/def2-TZVPD.

Output
largest force on an atom: 0.91 eV/Å
charge: -1
HOMO-LUMO gap: 0.21441 Ha

Each line ends with the natural charge from an NBO analysis.
Cartesian coordinates (Å):
Zr 0.65 0.77 1.38  2.239
S -3.54 2.63 2.76  0.373
C -2.56 4.01 2.36  -0.213
C -2.91 5.36 2.34  -0.224
C -1.92 6.27 2.01  -0.219
C -0.62 5.85 1.71  -0.198
C -0.28 4.52 1.73  -0.193
C -1.28 3.59 2.04  0.118
N -1.10 2.21 2.10  -0.543
C -2.17 1.59 2.47  0.150
C -2.21 0.14 2.66  -0.098
C -3.31 -0.47 3.26  -0.215
C -3.32 -1.84 3.44  -0.255
C -2.20 -2.57 3.03  -0.194
C -1.11 -1.94 2.45  -0.226
C -1.06 -0.56 2.23  -0.425
H -3.91 5.68 2.57  0.213
H -2.17 7.33 1.98  0.207
H 0.14 6.59 1.47  0.214
H 0.72 4.17 1.50  0.279
H -4.15 0.12 3.59  0.199
H -4.16 -2.33 3.90  0.202
H -2.19 -3.65 3.16  0.202
H -0.26 -2.56 2.17  0.228
N 3.84 2.04 0.51  -0.547
C 3.43 2.24 1.85  0.430
C 4.41 2.48 2.75  -0.439
C 4.06 2.48 4.17  -0.216
C 2.80 2.31 4.56  -0.214
C 1.68 2.17 3.57  -0.071
N 2.10 2.16 2.13  -0.817
C 3.34 1.30 -0.50  0.462
C 4.09 1.24 -1.70  -0.281
C 3.61 0.52 -2.76  -0.159
C 2.39 -0.16 -2.65  -0.271
C 1.72 -0.05 -1.46  0.078
N 2.18 0.65 -0.40  -0.606
H 4.76 2.42 0.34  0.395
H 5.44 2.51 2.43  0.189
H 4.86 2.54 4.90  0.193
H 2.53 2.22 5.61  0.194
H 1.01 3.03 3.71  0.169
H 5.03 1.77 -1.77  0.207
H 4.18 0.47 -3.68  0.208
H 1.97 -0.73 -3.46  0.214
H 0.76 -0.54 -1.32  0.225
N 1.98 -3.58 -1.42  -0.781
C 0.80 -4.05 -1.87  0.294
S -0.64 -3.60 -1.14  -0.254
N 0.94 -4.90 -2.93  -0.598
C -0.02 -5.46 -3.80  0.156
C -1.28 -4.91 -4.01  -0.195
C -2.13 -5.51 -4.93  -0.195
C -1.75 -6.64 -5.64  -0.249
C -0.49 -7.17 -5.43  -0.201
C 0.37 -6.59 -4.51  -0.254
H 2.00 -3.05 -0.56  0.449
H 2.86 -3.90 -1.78  0.381
H 1.87 -5.24 -3.09  0.382
H -1.58 -4.03 -3.47  0.243
H -3.11 -5.07 -5.09  0.210
H -2.43 -7.10 -6.35  0.208
H -0.17 -8.06 -5.97  0.208
H 1.35 -7.02 -4.34  0.201
C 0.85 0.89 3.67  -0.907
H -0.02 1.01 4.32  0.195
H 1.47 0.06 4.02  0.224
F 1.29 -1.47 0.91  -0.557
B 2.51 -1.75 1.70  1.362
F 3.42 -2.38 0.85  -0.556
F 2.18 -2.53 2.78  -0.528
F 2.94 -0.47 2.06  -0.517
C -2.08 -0.56 -2.58  -0.949
P -2.22 0.04 -0.84  0.917
C -3.58 -1.07 -0.28  -0.947
C -3.21 1.56 -1.11  -0.943
H -2.99 -0.32 -3.14  0.206
H -1.95 -1.65 -2.56  0.244
H -1.22 -0.12 -3.08  0.230
H -4.30 -1.23 -1.09  0.206
H -4.09 -0.64 0.58  0.233
H -3.17 -2.04 0.03  0.243
H -4.13 1.31 -1.66  0.204
H -2.63 2.28 -1.68  0.246
H -3.48 2.02 -0.16  0.227
Cl -0.52 2.70 -3.44  -0.042
C -0.10 3.83 -2.13  -0.278
Cl -1.53 4.76 -1.60  -0.033
C 0.58 3.17 -0.91  0.763
O 1.61 3.72 -0.57  -0.648
O -0.04 2.19 -0.38  -0.797
H 0.60 4.55 -2.54  0.232